No. 1
The following is a DFT calculation (ωB97M-V with the def2-TZVPD basis set) of C33H90B2F8O13V2 as an isolated structure in a non-equilibrium geometry.

Structure (XYZ):
```
148
Properties=species:S:1:pos:R:3:forces:R:3
V -11.365 0.493 -3.259 0.37 -0.74 -0.11
V -8.248 0.509 -2.443 0.19 0.73 0.33
O -10.030 -0.389 -1.826 -0.64 -0.21 0.03
H -10.291 -1.051 -1.156 0.52 0.78 -0.76
O -9.569 1.501 -3.739 -0.36 0.13 -0.16
H -9.309 2.017 -4.527 -0.24 -0.74 0.79
B -12.314 2.842 -0.983 -0.87 -0.16 2.15
F -11.086 2.749 -0.332 0.55 0.18 0.02
F -12.397 1.961 -2.031 0.46 -1.00 -1.81
F -13.273 2.433 -0.073 -0.65 -0.07 0.44
F -12.552 4.126 -1.375 -0.10 0.96 -0.75
B -7.662 -1.524 -4.610 1.03 -0.65 -0.99
F -7.872 -0.308 -5.190 -0.67 1.26 -0.58
F -7.466 -1.331 -3.241 -0.34 -0.03 0.96
F -8.700 -2.405 -4.896 -0.64 -0.48 0.36
F -6.509 -2.042 -5.151 0.86 -0.53 -0.01
C -6.110 0.157 -9.427 0.37 0.57 0.36
C -6.981 0.070 -8.143 -0.49 -0.03 -1.73
C -8.408 0.631 -8.399 0.98 0.10 -0.41
O -7.080 -1.289 -7.832 -0.18 -0.46 0.43
H -6.531 -0.262 -10.341 -0.65 -0.15 0.29
H -5.165 -0.375 -9.314 -0.02 -0.06 0.41
H -5.837 1.181 -9.684 -0.10 0.24 0.13
H -6.504 0.504 -7.264 0.17 0.86 -0.33
H -8.813 0.063 -9.237 -0.06 -0.03 -0.10
H -8.302 1.667 -8.721 -0.29 0.18 0.13
H -9.121 0.536 -7.579 0.43 0.09 0.25
H -7.174 -1.190 -6.882 -0.09 -1.24 0.29
C -11.019 0.181 1.789 -0.42 0.77 -0.48
C -11.940 1.100 2.617 -1.42 -1.31 -0.99
C -13.389 0.541 2.616 0.01 0.20 -0.35
O -11.478 1.194 3.932 0.78 0.06 0.75
H -9.997 0.558 1.821 0.11 -0.37 0.31
H -11.289 0.239 0.735 -0.21 0.42 -0.12
H -11.130 -0.887 1.978 0.28 0.05 0.77
H -12.003 2.081 2.147 0.33 0.11 -0.09
H -14.025 1.007 3.369 0.19 0.22 0.19
H -13.447 -0.532 2.794 0.28 -0.09 0.05
H -13.875 0.758 1.664 0.11 -0.07 -0.16
H -11.923 1.940 4.340 0.00 0.00 0.13
C -11.220 -1.178 -6.916 -0.93 -0.25 -0.79
C -11.831 -1.777 -5.662 1.07 0.40 -0.04
C -11.839 -3.297 -5.636 -0.50 -0.19 -0.21
O -11.021 -1.311 -4.559 -1.48 0.31 0.39
H -11.950 -1.378 -7.700 0.13 -0.07 -0.48
H -10.262 -1.601 -7.220 0.01 -0.16 0.27
H -11.117 -0.093 -6.892 -0.03 -0.01 0.45
H -12.848 -1.405 -5.535 0.00 0.16 0.24
H -12.419 -3.718 -6.457 0.08 0.17 -0.28
H -12.350 -3.671 -4.749 0.23 0.08 0.25
H -10.832 -3.712 -5.695 0.05 0.08 0.06
H -10.247 -1.877 -4.611 1.03 0.11 0.40
C -11.818 3.268 -6.068 0.27 0.38 -0.93
C -12.588 2.868 -4.815 1.24 1.50 -0.92
C -13.961 3.531 -4.789 0.29 -0.87 0.17
O -12.611 1.439 -4.854 -0.60 0.24 0.55
H -10.812 2.866 -6.185 -0.04 -0.46 0.54
H -11.663 4.325 -6.286 -0.39 0.31 0.61
H -12.359 2.914 -6.946 -0.22 -0.19 -0.08
H -12.021 3.176 -3.937 -0.13 -0.21 0.03
H -14.464 3.197 -3.882 -0.11 0.60 0.18
H -14.602 3.226 -5.616 0.13 -0.17 -0.33
H -13.813 4.606 -4.893 -0.21 -0.02 0.48
H -13.289 1.288 -5.517 -0.02 -0.94 -0.04
C -12.895 -2.041 -0.833 0.12 -0.54 0.90
C -13.165 -1.953 -2.299 -1.19 -0.98 -0.32
C -14.444 -2.673 -2.789 0.55 -1.35 -0.36
O -13.323 -0.618 -2.684 0.86 1.64 -0.76
H -13.641 -1.497 -0.253 -0.13 0.01 0.03
H -11.920 -1.652 -0.541 -0.14 0.19 -0.22
H -12.895 -3.079 -0.498 -0.16 -0.11 -0.01
H -12.295 -2.291 -2.863 -0.14 -0.21 0.00
H -14.569 -2.538 -3.863 -0.02 0.52 -0.02
H -15.399 -2.490 -2.297 0.22 0.70 0.30
H -14.365 -3.759 -2.736 0.36 -0.20 0.35
H -14.137 -0.263 -2.319 0.01 0.27 0.17
C -7.885 4.314 -1.010 -0.62 1.34 -0.89
C -7.892 2.999 -0.340 0.98 -0.15 1.76
C -8.365 3.039 1.111 0.25 -0.37 0.41
O -8.730 2.081 -0.964 0.53 -1.11 -1.31
H -7.705 4.204 -2.080 0.05 -0.15 -0.09
H -7.179 5.053 -0.630 0.24 -0.29 0.29
H -8.862 4.786 -0.910 -0.16 0.09 -0.04
H -6.888 2.577 -0.376 0.14 -0.18 0.03
H -8.265 2.035 1.523 0.29 -0.10 0.10
H -9.439 3.213 1.185 0.08 0.53 -0.13
H -7.809 3.718 1.758 -0.07 0.15 -0.12
H -9.629 2.362 -0.780 -0.77 -0.21 -0.24
C -6.124 5.788 -6.274 -0.42 -0.39 0.45
C -7.215 4.923 -5.624 -0.12 0.04 -0.44
C -7.797 3.900 -6.635 0.73 -0.39 1.10
O -6.679 4.226 -4.478 -0.05 -0.63 -0.50
H -6.574 6.411 -7.047 0.18 0.00 -0.07
H -5.333 5.158 -6.681 -0.08 -0.02 -0.18
H -5.664 6.423 -5.517 -0.05 0.18 -0.02
H -8.009 5.565 -5.242 -0.17 0.14 -0.13
H -7.013 3.167 -6.822 0.30 0.14 -0.51
H -8.163 4.343 -7.562 0.21 0.13 0.15
H -8.567 3.249 -6.222 -0.36 0.43 0.26
H -6.403 4.858 -3.811 -0.05 0.23 -0.03
C -11.197 8.351 -1.152 -0.86 0.07 -0.90
C -11.436 6.923 -1.601 -0.63 -0.38 0.07
C -11.014 6.500 -3.026 -0.40 1.18 1.08
O -10.842 6.136 -0.642 1.95 -1.45 1.44
H -10.216 8.720 -1.450 0.05 -0.01 0.20
H -11.364 8.400 -0.076 0.29 0.02 -0.08
H -11.971 8.962 -1.617 0.16 0.40 -0.10
H -12.460 6.603 -1.409 -0.88 1.05 -1.04
H -11.670 7.087 -3.668 0.11 -0.33 -0.60
H -11.142 5.421 -3.123 -0.05 0.15 -0.21
H -9.978 6.796 -3.188 0.08 -0.13 -0.14
H -11.364 5.329 -0.652 0.32 -0.42 0.27
C -7.797 -2.250 0.094 -0.24 -0.44 -0.01
C -7.369 -0.810 0.330 -1.33 -1.05 1.48
C -6.407 -0.735 1.497 -0.31 0.33 0.22
O -6.769 -0.322 -0.824 0.42 0.75 -0.81
H -8.381 -2.633 0.931 -0.12 0.06 0.03
H -6.945 -2.923 -0.005 0.33 0.06 0.06
H -8.358 -2.379 -0.832 -0.20 0.26 0.05
H -8.268 -0.232 0.543 0.11 0.32 -0.23
H -6.975 -0.774 2.427 0.14 -0.19 0.11
H -5.869 0.213 1.489 0.07 0.00 -0.01
H -5.712 -1.574 1.455 0.18 0.04 0.12
H -6.000 -0.897 -0.840 0.51 0.15 -1.09
C -8.985 3.890 -10.723 -0.87 -0.15 0.10
C -10.429 4.364 -10.524 -0.92 0.44 1.51
C -11.047 3.960 -9.119 0.75 -0.89 -0.72
O -10.511 5.800 -10.535 0.87 0.30 -0.22
H -8.868 2.858 -10.391 -0.17 0.02 0.24
H -8.323 4.519 -10.129 0.18 0.04 -0.32
H -8.758 3.839 -11.788 0.33 0.57 0.09
H -11.032 4.092 -11.391 -0.19 -0.88 0.28
H -11.194 2.889 -8.979 -0.28 -0.28 -0.58
H -11.980 4.459 -8.858 0.03 0.15 -0.40
H -10.353 4.129 -8.295 0.31 0.68 -0.24
H -11.420 6.033 -10.738 0.00 0.04 0.03
C -4.541 1.182 -4.797 -0.38 -1.31 0.39
C -5.089 1.122 -3.333 1.09 1.64 -1.43
C -4.370 2.121 -2.454 0.99 -1.11 0.59
O -6.432 1.547 -3.384 -1.32 -1.00 0.58
H -5.108 0.471 -5.398 -0.27 0.08 -0.07
H -3.514 0.844 -4.932 0.18 0.23 0.44
H -4.656 2.172 -5.239 -0.03 0.13 0.25
H -5.039 0.147 -2.847 -0.11 -0.14 -0.51
H -4.659 1.844 -1.440 -0.07 0.74 0.27
H -4.512 3.173 -2.699 -0.34 -0.14 -0.02
H -3.302 1.911 -2.524 0.21 0.14 0.07
H -6.431 2.416 -3.793 -0.48 0.57 -0.29
```
Positions in Å, forces in eV/Å.

Summary:
LUMO energy (alpha / beta) ... 0.0 / 0.0 eV
Spin multiplicity ... 7
Expectation value of S² ... 12.01
Energy relative to the best compared isomer or geometry (same formula, charge and spin) ... 14.4 kcal/mol
HOMO-LUMO gap (alpha / beta) ... 7.04 / 9.29 eV
E_HOMO (alpha / beta) ... -6.998 / -9.250 eV

---

No. 2
The following is a DFT calculation (ωB97M-V with the def2-TZVPD basis set) of one molecule with the formula C7H11N in a non-equilibrium geometry.

Structure (XYZ):
```
19
Properties=species:S:1:pos:R:3:forces:R:3
C 1.300 0.219 0.097 0.22 -0.19 -3.99
C 0.834 1.784 0.083 -0.24 -0.94 0.59
C -0.322 1.778 -0.933 -1.35 -1.99 -2.23
C -1.084 -0.832 1.396 -0.01 2.16 -1.03
C -0.644 -1.666 -0.016 -4.60 9.40 0.15
C 0.240 -0.618 -0.847 -0.14 0.36 -0.61
C -0.585 0.533 -1.512 0.88 0.86 1.35
H 1.539 -0.209 1.027 -0.31 -0.45 1.35
H 2.253 -0.024 -0.547 -1.35 1.45 1.33
H 1.701 2.330 -0.247 0.21 0.39 -0.77
H 0.651 2.357 1.074 -0.29 -1.64 -1.23
H -0.962 2.631 -1.337 1.37 -0.77 0.97
H -1.572 0.250 1.257 0.97 -2.37 -0.21
H -1.552 -1.998 -0.492 -0.26 0.10 -0.48
H -0.103 -2.395 0.192 4.83 -6.68 2.28
H 0.777 -1.178 -1.755 -0.87 0.93 2.21
H -1.259 0.242 -2.399 0.87 0.97 1.69
H -0.456 -2.089 2.346 0.54 0.44 1.79
N -0.755 -1.115 2.611 -0.46 -2.02 -3.13
```
Positions in Å, forces in eV/Å.

Summary:
LUMO energy ... 1.1 eV
Structure (SMILES) ... [H]/N=C\C[C@H]1C=CCC1
Energy relative to the best compared isomer or geometry (same formula, charge and spin) ... 95.7 kcal/mol
HOMO-LUMO gap ... 10.08 eV
E_HOMO ... -9.028 eV

---

No. 3
The following is a DFT calculation (ωB97M-V with the def2-TZVPD basis set) of C41H45AgBrF4N6OPS3Sb as an isolated structure.

Structure (XYZ):
```
104
Properties=species:S:1:pos:R:3:forces:R:3
Ag 0.131 -0.031 -0.304 0.35 0.22 -0.31
F 3.342 -4.017 5.154 -0.02 0.10 -0.14
C 3.220 -3.267 4.067 0.04 0.02 -0.01
C 4.318 -2.605 3.548 0.02 -0.01 -0.01
F 5.506 -2.718 4.133 -0.13 0.00 -0.08
C 4.166 -1.824 2.411 0.05 -0.18 0.07
F 5.272 -1.226 1.961 -0.06 -0.14 0.08
C 2.948 -1.645 1.767 -0.03 -0.12 -0.04
P 2.740 -0.480 0.348 -0.05 0.02 0.08
C 3.618 1.060 0.802 -0.04 0.00 -0.04
C 5.005 1.220 0.813 0.05 0.05 -0.09
C 5.563 2.449 1.124 -0.02 0.01 0.00
C 4.751 3.541 1.408 0.00 -0.01 0.01
C 3.373 3.404 1.355 0.01 0.01 0.00
C 2.815 2.171 1.043 -0.11 0.02 0.00
C 3.857 -1.155 -0.923 -0.08 -0.06 0.03
C 4.344 -2.457 -0.915 -0.04 0.01 0.05
C 5.099 -2.926 -1.980 0.02 0.02 -0.04
C 5.363 -2.104 -3.066 -0.01 -0.01 0.03
C 4.872 -0.804 -3.084 0.02 -0.02 0.00
C 4.124 -0.332 -2.019 0.00 0.05 0.01
C 1.858 -2.356 2.298 0.01 0.03 0.03
Br 0.132 -2.368 1.531 -0.01 -0.16 -0.04
C 1.993 -3.149 3.428 -0.02 -0.05 0.11
F 0.966 -3.821 3.927 0.12 -0.05 -0.10
H 5.656 0.396 0.561 -0.02 0.04 -0.03
H 6.638 2.558 1.133 0.05 0.01 0.00
H 5.195 4.497 1.646 0.01 0.03 0.01
H 2.728 4.254 1.533 -0.02 0.04 0.02
H 1.736 2.076 0.981 0.00 -0.01 0.02
H 4.130 -3.117 -0.084 0.00 -0.01 0.02
H 5.482 -3.937 -1.960 0.02 -0.05 0.00
H 5.955 -2.471 -3.891 0.02 -0.01 -0.04
H 5.080 -0.157 -3.924 0.01 0.03 -0.04
H 3.748 0.686 -2.033 0.00 0.01 0.00
N -3.401 1.167 1.018 -0.13 0.09 -0.07
C -3.434 0.282 0.006 -0.15 0.16 0.10
N -2.386 -0.331 -0.473 0.21 -0.25 0.00
C -2.763 -1.201 -1.484 -0.10 -0.04 -0.10
C -4.081 -1.207 -1.788 0.06 0.06 0.05
S -4.937 -0.118 -0.765 0.06 -0.02 0.00
C -1.763 -2.036 -2.158 -0.06 -0.04 -0.02
C -2.048 -3.111 -2.930 0.07 0.05 0.04
S -0.604 -3.753 -3.613 0.01 0.02 0.02
C 0.295 -2.525 -2.790 0.01 -0.07 0.02
N -0.421 -1.715 -2.062 -0.09 0.04 -0.01
N 1.646 -2.468 -2.876 0.07 0.05 -0.02
H -2.538 1.319 1.527 -0.02 -0.04 0.07
H -4.249 1.589 1.351 0.02 -0.01 0.03
H -4.592 -1.761 -2.552 -0.03 -0.07 -0.10
H -3.000 -3.566 -3.129 -0.11 -0.03 0.00
H 2.107 -2.973 -3.612 0.02 0.00 0.00
H 2.088 -1.604 -2.596 0.00 -0.05 0.00
C 0.682 4.126 -4.439 0.02 0.00 -0.01
C 1.317 3.444 -3.235 0.01 -0.09 0.06
Sb 0.011 2.158 -2.102 -0.16 -0.03 0.16
C -1.133 3.605 -0.989 0.05 -0.02 -0.06
C -1.339 4.986 -1.595 0.00 -0.01 0.00
C -1.376 1.545 -3.632 0.04 0.01 0.05
C -2.591 2.437 -3.844 0.00 0.00 -0.01
H 1.419 4.735 -4.966 0.02 0.02 -0.02
H -0.137 4.781 -4.149 -0.05 0.04 0.01
H 0.292 3.401 -5.153 -0.02 -0.03 -0.03
H 1.709 4.175 -2.526 0.02 0.02 0.03
H 2.160 2.825 -3.544 0.02 0.01 0.01
H -0.609 3.685 -0.034 0.00 -0.01 0.03
H -2.086 3.118 -0.772 -0.03 -0.03 0.02
H -0.389 5.469 -1.823 0.04 0.03 -0.02
H -1.872 5.634 -0.898 -0.02 0.03 0.02
H -1.922 4.944 -2.513 -0.02 0.01 -0.05
H -1.684 0.539 -3.347 0.00 -0.03 0.01
H -0.797 1.445 -4.551 0.03 -0.02 -0.03
H -3.148 2.584 -2.919 -0.03 0.01 0.04
H -3.274 1.987 -4.566 -0.03 -0.01 -0.03
H -2.311 3.417 -4.226 0.01 0.05 -0.01
C 4.738 0.275 5.558 -0.01 0.04 0.00
C 3.530 1.151 5.262 -0.02 -0.04 0.00
C 2.636 0.491 4.229 0.03 0.16 0.15
N 1.521 1.356 3.843 -0.10 0.06 -0.03
C 0.286 0.997 3.482 0.08 -0.01 -0.10
S -0.534 1.860 2.288 0.13 0.10 0.08
N -0.298 -0.108 4.039 -0.04 -0.01 -0.13
C -0.174 -0.731 5.301 0.01 0.11 0.09
O -0.475 -1.893 5.388 0.01 -0.09 0.04
C 0.205 0.101 6.473 0.12 0.00 -0.09
C -0.214 1.421 6.595 0.10 0.01 -0.01
C 0.093 2.134 7.744 0.02 -0.02 -0.02
C 0.830 1.535 8.756 0.00 -0.01 -0.01
C 1.246 0.215 8.633 -0.01 0.00 0.00
C 0.920 -0.508 7.499 0.01 0.01 -0.01
H 5.391 0.740 6.293 0.03 0.00 0.03
H 5.327 0.098 4.656 0.03 -0.01 -0.04
H 4.429 -0.693 5.955 0.00 -0.05 0.03
H 3.857 2.123 4.882 0.01 0.03 -0.01
H 2.957 1.335 6.172 -0.05 0.03 0.04
H 2.258 -0.454 4.607 -0.11 -0.11 0.04
H 3.214 0.273 3.323 -0.09 0.18 0.23
H 1.813 2.230 3.421 -0.07 -0.10 0.02
H -0.991 -0.559 3.453 0.08 0.08 0.04
H -0.793 1.886 5.809 -0.04 0.03 -0.06
H -0.247 3.154 7.850 -0.01 0.04 0.01
H 1.073 2.096 9.649 0.01 0.01 0.01
H 1.810 -0.252 9.428 0.02 -0.01 0.02
H 1.207 -1.546 7.399 0.01 -0.04 0.00
```
Positions in Å, forces in eV/Å.

Summary:
LUMO energy ... -2.3 eV
Charge ... +1
Energy relative to the best compared isomer or geometry (same formula, charge and spin) ... 3.5 kcal/mol
HOMO-LUMO gap ... 7.74 eV
E_HOMO ... -9.994 eV